# 1
Molecular formula: C16H33AsN2O4SSeTi
Method: DFT, wB97M-V/def2-TZVPD

Element x y z (Å)
Ti: 0.28 -0.59 -0.43
C: 2.07 -2.74 1.07
C: 1.90 -1.50 1.92
O: 0.57 -0.96 1.76
C: -0.44 -1.70 2.49
C: -1.72 -1.71 1.67
O: -1.35 -1.88 0.31
C: -1.98 -2.88 -0.50
C: -1.64 -2.49 -1.93
O: -0.29 -1.99 -2.02
C: 0.76 -2.92 -2.36
C: 1.37 -3.49 -1.11
O: 1.67 -2.39 -0.25
H: 1.44 -3.56 1.43
H: 3.11 -3.07 1.09
H: 2.58 -0.71 1.58
H: 2.11 -1.71 2.97
H: -0.60 -1.23 3.46
H: -0.08 -2.72 2.65
H: -2.26 -0.77 1.76
H: -2.36 -2.53 2.01
H: -3.06 -2.87 -0.36
H: -1.59 -3.87 -0.23
H: -2.27 -1.66 -2.25
H: -1.78 -3.32 -2.62
H: 1.50 -2.33 -2.90
H: 0.38 -3.70 -3.01
H: 2.28 -4.05 -1.35
H: 0.68 -4.17 -0.59
C: 0.23 2.13 -3.66
As: 1.89 2.17 -2.70
C: 1.89 3.74 -1.60
C: 3.28 2.38 -4.00
S: 2.28 0.36 -1.64
H: 0.17 3.01 -4.31
H: -0.60 2.15 -2.95
H: 0.19 1.22 -4.26
H: 1.79 4.62 -2.23
H: 2.83 3.77 -1.05
H: 1.04 3.67 -0.92
H: 3.13 3.31 -4.55
H: 3.26 1.53 -4.69
H: 4.24 2.40 -3.49
C: 0.79 2.44 2.33
N: -0.62 2.19 2.58
C: -1.25 2.33 3.80
C: -2.57 2.12 3.60
N: -2.73 1.85 2.25
C: -4.02 1.61 1.62
C: -1.54 1.89 1.63
Se: -1.21 1.67 -0.20
H: 1.27 2.66 3.28
H: 0.90 3.30 1.66
H: 1.25 1.57 1.87
H: -0.71 2.59 4.69
H: -3.40 2.15 4.28
H: -4.48 0.72 2.03
H: -3.87 1.50 0.55
H: -4.67 2.47 1.80

Properties
Energy above the lowest of the compared OMol25 structures with the same formula, charge and spin = 0.0 kcal per mole
HOMO-LUMO gap (alpha / beta) = 8.1 / 9.5 eV
Total charge = +2
E_HOMO (alpha / beta) = -12.4 / -13.8 eV
Spin multiplicity = 3
Expectation value of S² = 2.0033

# 2
Molecular formula: C40H40BN9O4P2Ti
Method: DFT, wB97M-V/def2-TZVPD

Element x y z (Å)
Ti: 0.01 1.51 0.01
C: -2.10 5.23 1.34
C: -1.95 4.25 0.36
N: -1.30 3.19 0.85
N: -1.07 3.44 2.15
C: -1.52 4.68 2.46
B: -0.57 2.27 3.03
N: -1.38 1.03 2.57
C: -2.15 0.22 3.32
C: -2.80 -0.65 2.48
C: -2.36 -0.29 1.21
N: -1.52 0.72 1.28
N: 0.92 2.09 2.67
C: 1.99 1.96 3.47
C: 3.12 1.94 2.68
C: 2.63 2.06 1.38
N: 1.30 2.16 1.39
N: -0.73 2.40 4.53
C: -1.34 3.29 5.35
C: -1.20 2.85 6.65
C: -0.49 1.65 6.52
N: -0.22 1.39 5.26
H: -2.56 6.19 1.25
H: -2.33 4.26 -0.65
H: -1.38 5.12 3.42
H: -2.20 0.30 4.38
H: -3.50 -1.42 2.74
H: -2.66 -0.71 0.26
H: 1.90 1.87 4.53
H: 4.14 1.84 2.99
H: 3.19 2.09 0.45
H: -1.85 4.16 5.00
H: -1.55 3.33 7.54
H: -0.17 0.98 7.30
O: 0.70 -0.37 0.85
P: 0.60 -1.78 0.39
C: -0.63 -2.09 -0.98
P: -0.86 -0.73 -2.21
O: -1.13 0.61 -1.60
C: -2.37 -1.22 -3.11
C: -2.39 -1.85 -4.35
C: -3.59 -2.18 -4.95
C: -4.79 -1.92 -4.31
C: -4.78 -1.28 -3.08
C: -3.58 -0.92 -2.49
C: 0.53 -0.92 -3.37
C: 1.21 0.26 -3.99
C: 1.83 -0.05 -5.31
C: 1.97 -1.31 -5.78
C: 1.45 -2.41 -5.06
C: 0.72 -2.18 -3.90
C: -0.01 -2.83 1.74
C: -0.59 -4.08 1.52
C: -1.04 -4.82 2.59
C: -0.91 -4.34 3.88
C: -0.34 -3.09 4.10
C: 0.11 -2.34 3.03
C: 2.21 -2.35 -0.19
C: 3.23 -1.40 -0.24
C: 4.52 -1.79 -0.56
C: 4.79 -3.12 -0.81
C: 3.78 -4.06 -0.79
C: 2.49 -3.68 -0.48
H: -1.60 -2.32 -0.54
H: -0.29 -2.98 -1.51
H: -1.46 -2.07 -4.86
H: -3.58 -2.65 -5.92
H: -5.72 -2.19 -4.77
H: -5.71 -1.07 -2.57
H: -3.58 -0.38 -1.55
H: 0.46 1.08 -4.07
H: 2.27 0.79 -5.83
H: 2.47 -1.50 -6.72
H: 1.54 -3.41 -5.45
H: 0.24 -3.03 -3.43
H: -0.70 -4.45 0.51
H: -1.49 -5.79 2.42
H: -1.26 -4.93 4.72
H: -0.25 -2.70 5.10
H: 0.55 -1.36 3.19
H: 2.99 -0.37 -0.01
H: 5.30 -1.05 -0.61
H: 5.81 -3.43 -1.02
H: 4.00 -5.10 -0.99
H: 1.70 -4.42 -0.45
N: 0.14 3.47 -1.54
C: 1.12 3.76 -2.59
C: 2.43 3.01 -2.28
C: 2.06 1.56 -2.14
O: 2.34 0.78 -3.23
O: 1.33 1.12 -1.20
H: -0.80 3.50 -1.92
H: 0.21 4.19 -0.82
H: 1.32 4.84 -2.67
H: 0.75 3.42 -3.56
H: 2.83 3.40 -1.34
H: 3.16 3.14 -3.08

Properties
HOMO-LUMO gap (alpha / beta) = 6.0 / 7.3 eV
Total charge = +1
E_HOMO (alpha / beta) = -7.8 / -11.2 eV
Spin multiplicity = 4
Expectation value of S² = 3.8062

# 3
Molecular formula: C2H4N4O2
Method: DFT, wB97M-V/def2-TZVPD

Element x y z (Å)
C: 1.15 -0.42 -0.17
C: -1.04 -0.51 -0.10
H: -1.46 1.81 -0.30
H: 0.02 2.20 1.26
H: 2.11 1.01 -0.31
H: -1.23 -2.60 0.60
N: -0.21 1.71 0.01
N: 0.06 0.29 -0.06
N: 0.99 -1.78 0.01
N: -0.49 -1.76 -0.08
O: 2.30 0.16 -0.40
O: -2.19 -0.11 -0.46

Properties
Energy above the lowest of the compared OMol25 structures with the same formula, charge and spin = 112.8 kcal per mole
HOMO-LUMO gap = 8.7 eV
Total charge = 0
E_HOMO = -8.8 eV

# 4
Molecular formula: C30H29ClIrNO2S2
Method: DFT, wB97M-V/def2-TZVPD

Element x y z (Å)
Ir: -2.10 -0.65 -0.19
O: 0.03 0.02 0.26
S: 1.46 -0.33 0.57
C: 1.90 0.95 1.83
C: 1.27 2.30 1.51
C: 0.16 2.71 2.48
C: -1.17 2.01 2.26
S: -2.25 2.65 0.86
O: -2.22 1.55 -0.18
C: -1.25 3.99 0.19
C: -1.26 5.19 0.88
C: -0.51 6.25 0.39
C: 0.21 6.10 -0.78
C: 0.19 4.90 -1.48
C: -0.56 3.84 -1.00
C: 2.36 0.27 -0.88
C: 1.67 0.78 -1.96
C: 2.38 1.15 -3.10
C: 3.76 0.99 -3.14
C: 4.43 0.47 -2.05
C: 3.74 0.10 -0.91
H: 2.99 0.99 1.86
H: 1.54 0.55 2.78
H: 0.87 2.28 0.49
H: 2.04 3.07 1.53
H: 0.03 3.79 2.42
H: 0.49 2.49 3.50
H: -1.80 2.12 3.14
H: -1.05 0.95 2.03
H: -1.85 5.30 1.78
H: -0.51 7.19 0.92
H: 0.79 6.93 -1.16
H: 0.75 4.80 -2.39
H: -0.60 2.90 -1.53
H: 0.60 0.86 -1.93
H: 1.86 1.55 -3.95
H: 4.30 1.27 -4.03
H: 5.50 0.33 -2.09
H: 4.26 -0.33 -0.07
Cl: -3.84 -6.32 -0.15
C: -4.03 -4.62 -0.12
C: -4.00 -3.93 1.11
C: -4.13 -2.57 1.14
C: -4.28 -1.81 -0.07
C: -4.48 -0.41 -0.05
C: -4.34 -2.55 -1.30
C: -4.23 -3.92 -1.31
H: -3.89 -4.49 2.02
H: -4.15 -2.05 2.08
H: -4.74 0.07 0.88
H: -4.79 0.10 -0.95
H: -4.54 -2.02 -2.22
H: -4.31 -4.46 -2.24
N: -1.12 -2.51 -0.23
C: -0.11 -3.08 -0.11
C: 1.13 -3.69 0.05
C: 1.96 -3.90 -1.07
C: 3.21 -4.44 -0.89
C: 3.66 -4.77 0.39
C: 2.83 -4.59 1.49
C: 1.57 -4.06 1.33
H: 1.59 -3.65 -2.06
H: 3.85 -4.61 -1.74
H: 4.65 -5.19 0.52
H: 3.17 -4.88 2.47
H: 0.91 -3.93 2.18

Properties
Energy above the lowest of the compared OMol25 structures with the same formula, charge and spin = 60.3 kcal per mole
HOMO-LUMO gap (alpha / beta) = 6.3 / 6.5 eV
Total charge = +2
E_HOMO (alpha / beta) = -13.9 / -14.1 eV

# 5
Molecular formula: C4H8InO3
Method: DFT, wB97M-V/def2-TZVPD

Element x y z (Å)
H: -1.77 -0.72 -0.74
C: -1.47 0.62 0.90
H: -2.13 0.34 1.79
H: -1.70 1.68 1.29
C: -1.99 0.31 -0.43
H: -1.57 0.99 -1.20
H: -3.06 0.53 -0.25
O: -0.15 0.35 1.36
C: 0.90 -0.10 0.62
O: 1.80 -0.68 1.21
In: 2.50 -1.24 2.77
O: 0.80 0.10 -0.62
C: 1.80 -0.45 -1.52
H: 2.77 -0.03 -1.26
H: 1.80 -1.54 -1.42
H: 1.47 -0.15 -2.52

Properties
Energy above the lowest of the compared OMol25 structures with the same formula, charge and spin = 13.3 kcal per mole
HOMO-LUMO gap (alpha / beta) = 3.4 / 3.8 eV
Total charge = +4
E_HOMO (alpha / beta) = -28.3 / -28.8 eV
Spin multiplicity = 2
Expectation value of S² = 0.7536